(1)
ORCA calculation (wB97M-V/def2-TZVPD) on C27H26N6O6Pd as an isolated structure.

Results
Multiplicity: 3
Expectation value of S²: 2.068
Kohn-Sham gap (alpha / beta), Ha: 0.2202 / 0.1836
Charge: 0
HOMO energy (alpha / beta), eV: -7.2 / -7.6

Last column: Mulliken spin population.
Cartesian coordinates (Å):
Pd: -0.166 -0.395 0.739  0.793
C: 0.488 -5.541 6.195  0.000
O: 0.858 -6.578 5.294  0.009
C: 1.833 -6.323 4.401  0.031
C: 2.146 -7.371 3.530  -0.012
C: 3.128 -7.203 2.582  0.022
C: 3.776 -5.973 2.451  0.017
C: 3.497 -4.946 3.346  0.033
C: 2.530 -5.118 4.323  -0.015
N: 4.745 -5.896 1.416  0.093
N: 5.021 -4.819 0.868  0.052
C: 4.297 -3.653 0.858  0.297
C: 5.025 -2.450 1.003  -0.059
C: 4.401 -1.246 1.087  0.222
C: 2.965 -1.130 0.975  0.037
O: 2.381 -0.052 1.092  0.203
C: 2.222 -2.382 0.669  0.063
N: 0.901 -2.256 0.485  0.013
C: 0.182 -3.321 0.164  0.025
C: 0.767 -4.577 -0.010  -0.027
C: 2.115 -4.728 0.195  0.058
C: 2.878 -3.612 0.576  -0.027
H: -0.309 -5.950 6.807  0.000
H: 0.120 -4.666 5.656  0.000
H: 1.327 -5.257 6.834  0.000
H: 1.610 -8.305 3.629  0.000
H: 3.399 -8.006 1.910  -0.001
H: 4.041 -4.012 3.306  -0.001
H: 2.330 -4.314 5.014  -0.001
H: 6.100 -2.536 1.102  -0.005
H: 4.950 -0.329 1.253  -0.002
H: -0.874 -3.137 0.003  0.002
H: 0.150 -5.412 -0.310  -0.001
H: 2.589 -5.690 0.052  0.008
O: -3.038 5.580 0.256  0.000
C: -3.850 4.608 0.202  0.000
O: -5.016 4.568 -0.182  0.000
C: -3.200 3.282 0.653  0.001
C: -2.224 3.309 1.650  0.011
C: -1.457 2.189 1.874  -0.012
N: -1.615 1.062 1.171  0.057
C: -2.649 0.970 0.313  -0.009
C: -3.465 2.058 0.044  0.000
C: -2.843 -0.391 -0.378  0.006
O: -3.972 -0.691 -0.727  0.012
O: -1.769 -1.088 -0.523  0.091
H: -2.036 4.233 2.180  0.000
H: -0.658 2.182 2.605  0.005
H: -4.280 1.958 -0.661  0.001
N: 0.333 5.283 -1.467  0.000
C: -0.808 4.291 -1.532  0.001
C: -0.203 2.908 -1.539  0.003
N: 0.635 2.735 -0.369  0.010
C: 1.759 3.624 -0.347  0.002
C: 1.222 5.047 -0.278  0.000
H: -0.047 6.229 -1.458  0.000
H: 0.898 5.190 -2.313  0.000
H: -1.399 4.528 -2.412  0.000
H: -1.443 4.479 -0.664  0.000
H: 0.362 2.753 -2.479  0.000
H: -1.011 2.177 -1.518  -0.007
H: 0.801 1.750 -0.215  -0.002
H: 2.426 3.540 -1.228  0.000
H: 2.367 3.438 0.538  0.000
H: 2.008 5.800 -0.301  0.000
H: 0.596 5.174 0.603  0.000


(2)
ORCA calculation (wB97M-V/def2-TZVPD) on C33H44Br48NO6P as an isolated structure in a non-equilibrium geometry.

Results
Kohn-Sham gap, Ha: 0.2949
Charge: 0
HOMO energy, eV: -8.8

Last column: Löwdin charge in e.
Cartesian coordinates (Å):
C: -5.135 -2.752 0.953  -0.023
C: -4.253 -1.572 0.292  -0.421
O: -3.016 -1.585 0.590  -0.021
N: -4.883 -0.544 -0.551  0.024
C: -4.184 -0.450 -1.897  -0.188
C: -4.400 1.003 -2.571  -0.169
C: -3.295 1.318 -3.730  -0.142
C: -2.652 2.758 -3.465  -0.244
O: -2.069 2.726 -2.130  -0.247
P: -0.383 2.889 -2.136  0.664
O: 0.325 2.395 -3.395  -0.290
O: 0.181 1.896 -0.840  -0.164
O: -0.029 4.491 -1.686  -0.172
C: -0.349 4.540 -0.246  -0.239
O: -0.693 5.876 0.181  -0.144
C: -1.378 5.759 1.436  -0.152
C: -0.468 5.814 2.714  0.051
C: -1.061 5.704 4.138  -0.197
C: -0.142 5.715 5.464  -0.089
C: -2.605 5.580 4.263  -0.145
C: -3.522 5.522 2.982  -0.197
C: -2.942 5.586 1.522  -0.034
C: -3.879 5.482 0.211  -0.332
C: -5.459 5.503 0.570  -0.078
C: -3.484 6.528 -0.940  -0.125
H: -4.646 -3.788 0.852  0.062
H: -6.178 -2.829 0.465  0.032
H: -5.315 -2.585 2.080  0.095
H: -5.829 -0.921 -0.744  0.017
H: -3.081 -0.719 -1.782  0.121
H: -4.663 -1.208 -2.616  0.130
H: -4.376 1.762 -1.718  0.102
H: -5.478 1.037 -2.993  0.115
H: -2.465 0.531 -3.699  0.119
H: -3.816 1.242 -4.752  0.123
H: -3.538 3.503 -3.412  0.140
H: -1.966 3.145 -4.289  0.066
H: -0.621 1.778 -0.280  0.081
H: 0.557 4.194 0.369  0.157
H: -1.252 3.862 0.014  0.129
H: 0.665 5.926 2.566  0.112
H: -0.532 6.415 6.274  0.080
H: 0.972 5.881 5.211  0.082
H: -0.192 4.631 5.869  0.087
H: -3.085 5.531 5.304  0.053
H: -4.667 5.430 3.190  -0.035
H: -3.677 4.427 -0.223  0.126
H: -5.811 4.416 0.684  0.078
H: -6.006 5.925 -0.344  0.078
H: -5.714 6.111 1.500  0.074
H: -4.323 6.467 -1.736  0.062
H: -3.457 7.609 -0.577  0.101
H: -2.531 6.179 -1.463  0.033
C: -9.214 0.264 0.184  -1.599
Br: -8.555 1.891 -0.641  0.552
Br: -11.152 0.218 0.243  0.578
Br: -8.481 -1.320 -0.664  0.613
H: -8.863 0.265 1.215  -0.027
C: 1.953 7.819 -1.331  -1.576
Br: 3.512 7.038 -0.480  0.595
Br: 0.946 8.938 -0.108  0.591
Br: 2.420 8.769 -2.957  0.542
H: 1.301 6.995 -1.619  -0.045
C: 5.958 7.278 -3.488  -1.614
Br: 5.784 6.778 -5.355  0.556
Br: 7.248 6.164 -2.565  0.521
Br: 6.337 9.168 -3.275  0.544
H: 4.991 7.098 -3.019  -0.108
C: -1.094 -4.631 1.950  -1.588
Br: -0.029 -5.414 0.531  0.561
Br: -2.632 -5.732 2.387  0.564
Br: -0.024 -4.231 3.517  0.567
H: -1.478 -3.682 1.575  -0.044
C: -2.905 -6.598 6.582  -1.624
Br: -4.490 -7.670 6.902  0.554
Br: -3.291 -4.699 6.658  0.538
Br: -1.452 -7.086 7.770  0.558
H: -2.573 -6.815 5.567  -0.055
C: 9.863 2.627 -2.398  -1.631
Br: 11.403 1.760 -1.601  0.544
Br: 8.945 3.797 -1.154  0.534
Br: 10.327 3.547 -4.042  0.556
H: 9.160 1.840 -2.662  -0.142
C: 3.393 -7.848 0.813  -1.591
Br: 4.461 -8.633 -0.603  0.573
Br: 1.855 -8.947 1.249  0.586
Br: 4.457 -7.446 2.383  0.547
H: 3.010 -6.900 0.436  -0.046
C: 4.233 9.441 -8.052  -1.617
Br: 5.905 10.268 -8.585  0.564
Br: 3.667 10.031 -6.294  0.519
Br: 2.845 9.700 -9.381  0.562
H: 4.415 8.370 -7.985  -0.043
C: -5.768 2.275 4.315  -1.546
Br: -5.865 1.296 5.989  0.561
Br: -4.723 3.905 4.484  0.847
Br: -5.125 1.160 2.863  0.569
H: -6.785 2.572 4.062  -0.026
C: 2.898 0.938 -4.007  -1.609
Br: 2.804 -0.005 -2.315  0.573
Br: 4.082 2.471 -3.913  0.553
Br: 3.373 -0.250 -5.468  0.541
H: 1.899 1.319 -4.216  -0.073
C: 3.529 -12.369 1.766  -1.575
Br: 4.599 -13.148 0.348  0.553
Br: 1.986 -13.463 2.191  0.521
Br: 4.591 -11.981 3.342  0.522
H: 3.151 -11.417 1.394  -0.104
C: -1.349 6.063 -5.001  -1.600
Br: -2.604 7.282 -4.168  0.626
Br: -2.174 5.038 -6.428  0.592
Br: 0.256 6.968 -5.596  0.573
H: -1.043 5.353 -4.234  -0.059
C: 8.932 -1.139 -4.230  -1.574
Br: 10.622 -0.420 -4.854  0.567
Br: 8.495 -0.524 -2.444  0.626
Br: 7.488 -0.777 -5.471  0.564
H: 9.047 -2.221 -4.176  -0.026
C: 6.260 -7.728 6.169  -1.606
Br: 6.880 -8.040 7.981  0.564
Br: 5.472 -9.320 5.392  0.505
Br: 5.059 -6.208 6.069  0.551
H: 7.136 -7.482 5.571  -0.024
C: -0.274 -15.234 -1.371  -1.608
Br: -1.445 -13.899 -0.589  0.551
Br: 1.595 -14.827 -1.053  0.522
Br: -0.732 -17.026 -0.786  0.558
H: -0.429 -15.202 -2.448  -0.029
C: 3.313 -14.167 6.823  -1.603
Br: 2.214 -12.578 6.645  0.547
Br: 3.237 -15.277 5.234  0.538
Br: 5.140 -13.729 7.308  0.552
H: 2.898 -14.752 7.641  -0.029


| no. | M (u) | calculated total energy (a.u.) |
| --- | --- | --- |
| 1 | 636.96 | -1952.23577 |
| 2 | 4417.08 | -125683.67995 |